Density functional theory data (ωB97M-V/def2-TZVPD) for a molecular structure, C57H58BrNOP2SiZn.

Properties
**M**: 1008.42 g/mol
**Orbital gap**: 7.8 eV
**Energy**: -208505.7567 eV

XYZ file:
```
122
Properties=species:S:1:pos:R:3:forces:R:3
Zn 0.437 0.277 0.334 0.4832 -0.1350 0.0011
C 6.654 -4.285 -0.717 0.0072 0.0290 -0.0584
C 6.176 -3.983 0.709 -0.0194 -0.0002 0.0090
C 7.224 -3.102 1.390 0.0421 0.0196 0.0102
C 6.062 -5.300 1.489 -0.0152 -0.0268 0.0325
C 4.810 -3.300 0.671 -0.0351 0.0031 0.0394
C 4.518 -2.150 1.382 -0.0265 -0.0244 -0.0910
C 3.248 -1.607 1.306 -0.2647 0.0229 0.0413
Br 2.904 -0.131 2.446 -0.2188 0.2691 0.0335
C 2.192 -2.112 0.524 0.2274 0.2233 -0.0759
O 1.004 -1.510 0.454 0.0258 -0.1549 0.2420
C 2.484 -3.317 -0.167 0.0522 -0.0860 -0.1553
C 3.765 -3.853 -0.061 -0.0867 -0.0843 -0.0448
C 1.434 -4.136 -0.940 0.0112 0.1122 0.0304
C 0.337 -3.269 -1.563 -0.1576 -0.0029 -0.0631
C 0.802 -5.110 0.064 -0.0445 -0.0464 -0.0189
C 2.059 -4.954 -2.084 0.0256 0.0158 0.0279
H 7.679 -4.664 -0.696 -0.0310 -0.0112 -0.0024
H 6.633 -3.382 -1.332 0.0211 -0.0255 0.0150
H 6.032 -5.040 -1.204 0.0079 0.0473 0.0178
H 8.189 -3.613 1.381 -0.0104 0.0171 0.0029
H 6.968 -2.899 2.432 0.0138 -0.0155 -0.0420
H 7.340 -2.147 0.870 -0.0027 -0.0315 0.0196
H 7.006 -5.854 1.449 -0.0331 0.0326 0.0121
H 5.276 -5.935 1.074 0.0474 0.0125 0.0052
H 5.820 -5.107 2.537 -0.0069 -0.0161 -0.0379
H 5.256 -1.657 1.999 -0.0363 -0.0105 0.0071
H 3.962 -4.781 -0.580 -0.0120 0.0191 -0.0266
H -0.208 -2.720 -0.800 -0.0607 -0.0736 -0.1154
H -0.364 -3.901 -2.117 0.0614 0.0003 -0.0131
H 0.760 -2.538 -2.259 -0.0164 -0.0225 0.0145
H 0.353 -4.560 0.892 -0.0615 0.0203 0.0471
H 1.562 -5.775 0.483 -0.0286 0.0126 -0.0266
H 0.031 -5.723 -0.417 0.0283 0.0544 0.0335
H 2.706 -4.331 -2.707 -0.0310 -0.0166 -0.0027
H 1.260 -5.351 -2.714 0.0282 -0.0017 0.0261
H 2.641 -5.808 -1.731 -0.0023 0.0566 0.0068
C -3.615 0.243 2.308 0.0781 0.0162 -0.1044
N -3.653 0.155 0.827 -0.0155 -0.0151 0.1228
P -2.912 1.564 0.096 -0.0136 0.3120 -0.1798
C -3.861 1.776 -1.457 -0.1585 0.0005 0.0597
C -3.264 2.495 -2.493 -0.0743 0.0727 0.0273
C -3.949 2.725 -3.680 0.0155 -0.0354 0.0753
C -5.229 2.217 -3.852 0.0072 -0.0104 0.0182
C -5.820 1.477 -2.836 0.0529 -0.0140 0.0063
C -5.141 1.258 -1.645 -0.0132 -0.0013 -0.0298
C -3.564 2.942 1.117 0.0249 -0.0636 0.0625
C -2.676 3.521 2.024 -0.0008 -0.0144 -0.0923
C -3.095 4.530 2.882 -0.0049 -0.0108 -0.0249
C -4.409 4.970 2.836 -0.0041 -0.0379 -0.0315
C -5.299 4.408 1.927 0.0223 -0.0128 -0.0216
C -4.879 3.402 1.067 0.0051 0.0539 0.0269
P -2.647 -1.194 0.314 0.1895 -0.0314 -0.0468
C -3.577 -2.607 1.002 -0.0981 0.1139 -0.0308
C -2.867 -3.768 1.283 0.0205 -0.0806 -0.0186
C -3.517 -4.896 1.768 0.0001 0.0099 0.0028
C -4.885 -4.862 1.993 -0.0036 0.0368 -0.0119
C -5.602 -3.698 1.732 0.0273 0.0192 -0.0128
C -4.953 -2.576 1.237 -0.0340 -0.0293 0.0217
C -3.037 -1.330 -1.477 0.0712 -0.1371 -0.0470
C -4.105 -2.064 -1.993 -0.0280 0.0435 -0.0044
C -4.306 -2.152 -3.364 0.0169 0.0296 0.0446
C -3.442 -1.510 -4.242 -0.0063 0.0264 0.0478
C -2.366 -0.788 -3.744 -0.0744 -0.0872 -0.0114
C -2.165 -0.716 -2.375 0.1349 -0.0413 0.0410
H -4.311 1.004 2.650 -0.0209 0.0511 -0.0267
H -2.615 0.492 2.697 -0.0369 -0.0146 -0.0326
H -3.913 -0.710 2.739 -0.0053 -0.0510 -0.0117
H -2.257 2.879 -2.375 -0.0702 -0.0515 -0.0574
H -3.475 3.291 -4.473 -0.0076 -0.0169 0.0283
H -5.760 2.385 -4.782 0.0178 -0.0026 0.0361
H -6.812 1.061 -2.973 0.0238 0.0157 0.0038
H -5.592 0.662 -0.858 0.0139 0.0259 -0.0165
H -1.644 3.185 2.058 -0.1915 0.0784 -0.0461
H -2.391 4.973 3.577 0.0004 -0.0286 -0.0248
H -4.741 5.757 3.501 -0.0036 -0.0057 -0.0114
H -6.324 4.757 1.884 0.0244 -0.0031 -0.0001
H -5.577 2.984 0.353 0.0015 -0.0359 -0.0045
H -1.798 -3.788 1.118 0.0945 -0.0105 -0.0065
H -2.952 -5.795 1.978 -0.0137 0.0286 -0.0116
H -5.394 -5.737 2.378 0.0116 0.0268 -0.0096
H -6.669 -3.666 1.913 0.0122 -0.0025 0.0020
H -5.508 -1.666 1.037 0.0225 -0.0423 -0.0066
H -4.789 -2.576 -1.329 0.0255 0.0038 0.0226
H -5.141 -2.726 -3.746 0.0231 0.0113 0.0052
H -3.602 -1.580 -5.310 -0.0007 -0.0018 0.0130
H -1.677 -0.295 -4.419 -0.0271 -0.0006 0.0262
H -1.306 -0.165 -2.004 -0.0063 0.0137 0.0528
C -0.041 6.299 -2.111 0.0347 -0.0024 0.0082
C -0.980 5.380 -1.667 0.0625 -0.0826 0.0526
C -0.559 4.226 -1.016 0.0231 0.0667 0.1057
C 0.790 3.945 -0.794 -0.0019 0.0350 -0.1682
C 1.719 4.890 -1.254 -0.0312 -0.1029 -0.0837
C 1.310 6.051 -1.899 -0.0407 -0.0073 0.0017
Si 1.401 2.472 0.241 -0.3380 0.1845 0.1427
C 3.184 2.278 -0.322 0.1282 -0.0234 0.1049
C 3.418 1.865 -1.636 0.0735 -0.0284 0.0039
C 4.708 1.779 -2.143 -0.0327 0.0022 0.0426
C 5.792 2.109 -1.338 -0.0382 -0.0012 -0.0124
C 5.580 2.514 -0.028 -0.0540 -0.0355 0.0101
C 4.286 2.594 0.474 0.0006 -0.0400 -0.0059
C 1.260 3.162 2.004 -0.0466 -0.0056 0.1511
C 0.438 2.579 2.976 0.3236 0.0490 0.0361
C 0.258 3.158 4.227 0.0692 -0.0121 -0.0637
C 0.909 4.342 4.539 -0.0194 -0.0011 -0.0082
C 1.725 4.947 3.591 -0.0035 -0.0167 -0.0630
C 1.886 4.369 2.339 -0.0031 -0.0337 0.0068
H -0.357 7.205 -2.615 0.0154 -0.0369 0.0177
H -2.040 5.557 -1.819 0.0446 -0.0053 0.0113
H -1.305 3.535 -0.649 0.0023 -0.0371 0.0611
H 2.781 4.711 -1.123 -0.0518 0.0186 0.0037
H 2.051 6.764 -2.242 -0.0117 -0.0209 0.0093
H 2.579 1.609 -2.279 0.0392 0.0208 0.0121
H 4.869 1.456 -3.165 -0.0016 -0.0034 0.0079
H 6.800 2.046 -1.731 -0.0250 -0.0056 0.0074
H 6.423 2.762 0.606 -0.0227 0.0012 -0.0077
H 4.135 2.898 1.505 0.0117 -0.0076 -0.0480
H -0.079 1.649 2.763 0.0131 -0.0950 -0.0436
H -0.386 2.682 4.957 0.0028 -0.0041 -0.0142
H 0.778 4.795 5.514 0.0098 -0.0099 -0.0214
H 2.230 5.877 3.827 -0.0117 -0.0176 -0.0142
H 2.505 4.875 1.603 -0.0264 -0.0241 0.0432
```
Forces are in eV/Å.

Atomic partial charges in e from the Mulliken method, atoms 1 to 4:
1 Zn 0.533
2 C -1.646
3 C 1.922
4 C -2.140